1.
9
Properties=species:S:1:pos:R:3 method="wB97M-V/def2-TZVPD" homo_lumo_gap_ev=10.5243 mol_weight_g_mol=68.1 lumo_ev=1.062 de_lowest_kcal_mol=58.0
C -1.042 1.202 0.059
C -0.042 -1.229 0.020
C -0.724 -0.091 0.003
C 2.010 -0.367 -0.066
O 2.049 0.736 0.002
H -2.058 1.380 -0.072
H -0.308 1.920 -0.113
H -0.065 -1.579 0.992
H 0.180 -1.974 -0.825

=====

2.
11
Properties=species:S:1:pos:R:3 method="wB97M-V/def2-TZVPD" homo_lumo_gap_ev=10.3679 mol_weight_g_mol=108.0 smiles="C[C@H](O)OP=O" lumo_ev=-0.329 de_lowest_kcal_mol=24.4
C -1.085 0.624 0.453
C -0.427 -0.228 -0.573
O -0.423 -1.608 -0.158
O 0.927 0.238 -0.648
P 2.350 -0.301 0.164
O 3.338 0.525 -0.447
H -1.503 1.578 0.051
H -0.439 0.818 1.317
H -2.022 0.102 0.784
H -0.747 -0.036 -1.681
H 0.031 -1.712 0.738

=====

3.
17
Properties=species:S:1:pos:R:3 method="wB97M-V/def2-TZVPD" homo_lumo_gap_ev=10.1645 mol_weight_g_mol=111.1 smiles="C#CC(C)(C)NC=O" lumo_ev=0.514 de_lowest_kcal_mol=89.4
C -2.260 1.379 -0.203
C -1.224 0.769 -0.367
C 0.358 -0.069 0.260
C 1.043 0.766 1.318
C -0.167 -1.386 0.780
N 1.016 -0.130 -0.956
C 0.141 -0.435 -2.089
O -0.434 -1.484 -2.255
H -3.190 1.870 -0.035
H 0.302 1.075 2.060
H 1.810 0.180 1.834
H 1.501 1.666 0.902
H -0.782 -1.904 0.043
H -0.746 -1.231 1.692
H 0.687 -2.034 1.019
H 1.646 0.641 -1.141
H 0.299 0.326 -2.863

=====

4.
141
Properties=species:S:1:pos:R:3 method="wB97M-V/def2-TZVPD" homo_lumo_gap_ev=1.6010 mol_weight_g_mol=1233.9 charge=+2 lumo_ev=-11.102
In 2.142 -3.658 -1.606
C 0.819 1.041 -0.674
F 2.097 1.241 -1.064
F 0.869 0.907 0.655
F 0.167 2.144 -0.889
S 0.017 -0.476 -1.541
O -1.343 -0.158 -1.907
O 0.864 -0.847 -2.680
N 0.302 -1.813 -0.418
S -0.944 -1.729 0.556
O -1.462 -0.376 0.819
O -1.956 -2.761 0.319
C -0.043 -2.143 2.284
F 0.655 -3.253 2.087
F 0.742 -1.141 2.726
F -0.958 -2.434 3.185
C -2.908 2.641 -0.627
C -4.247 3.202 -0.275
O -5.264 2.633 -0.626
N -4.229 4.252 0.507
C -5.416 4.965 1.014
H -2.898 1.580 -0.376
H -2.087 3.140 -0.112
H -2.746 2.662 -1.705
H -3.356 4.573 0.902
H -5.453 5.037 2.101
H -6.328 4.440 0.728
H -5.427 5.967 0.585
C -2.807 4.906 4.219
C -1.976 4.097 3.287
O -1.751 4.502 2.158
N -1.495 2.986 3.782
C -0.656 2.071 3.034
H -3.623 5.335 3.638
H -2.268 5.688 4.754
H -3.266 4.375 5.053
H -1.587 2.689 4.743
H 0.407 2.178 3.250
H -0.684 2.240 1.957
H -0.996 1.041 3.142
C -1.743 2.751 -4.507
C -0.344 3.155 -5.060
O 0.417 2.361 -5.570
N -0.135 4.463 -4.972
C 1.069 5.162 -5.373
H -2.446 2.367 -5.246
H -2.252 3.628 -4.106
H -1.556 1.944 -3.798
H -0.804 5.101 -4.566
H 1.901 4.835 -4.750
H 0.891 6.231 -5.253
H 1.311 4.942 -6.413
C -3.305 0.624 7.326
C -2.059 1.268 6.741
O -1.951 2.442 6.539
N -1.082 0.496 6.320
C -1.142 -0.962 6.265
H -3.930 0.124 6.586
H -3.930 1.369 7.819
H -3.073 -0.131 8.076
H -0.264 0.935 5.922
H -0.209 -1.365 5.869
H -1.982 -1.343 5.683
H -1.357 -1.267 7.289
C 5.509 -0.027 -0.801
C 4.539 -0.309 -1.939
O 3.794 -1.317 -1.885
N 4.476 0.527 -2.912
C 3.614 0.441 -4.051
H 6.520 -0.421 -0.900
H 5.059 -0.417 0.112
H 5.705 1.043 -0.731
H 5.087 1.329 -2.973
H 2.880 1.247 -4.068
H 2.972 -0.440 -4.054
H 4.200 0.425 -4.970
C 4.509 -3.790 2.587
C 3.855 -2.471 2.074
O 3.229 -2.471 0.982
N 3.965 -1.404 2.819
C 3.498 -0.044 2.404
H 4.729 -3.888 3.650
H 5.481 -3.886 2.103
H 3.828 -4.613 2.371
H 4.260 -1.383 3.785
H 4.377 0.568 2.199
H 2.965 0.462 3.209
H 2.848 -0.058 1.530
C 2.335 -3.644 -6.827
C 1.503 -2.819 -5.890
O 1.842 -2.776 -4.684
N 0.578 -2.055 -6.423
C -0.201 -1.145 -5.636
H 2.466 -4.633 -6.388
H 3.349 -3.270 -6.964
H 1.886 -3.709 -7.818
H 0.380 -1.960 -7.409
H -0.791 -0.557 -6.339
H 0.381 -0.358 -5.157
H -0.875 -1.554 -4.884
C -1.645 -5.915 -0.057
C -0.364 -5.994 0.757
O 0.709 -5.476 0.415
N -0.513 -6.645 1.914
C 0.503 -6.788 2.955
H -1.556 -5.335 -0.976
H -2.375 -5.320 0.491
H -2.084 -6.896 -0.241
H -1.290 -7.282 2.021
H 1.240 -5.989 3.035
H 0.967 -7.771 2.878
H 0.048 -6.725 3.944
C -2.881 -3.384 -2.948
C -1.550 -3.893 -3.463
O -0.520 -3.963 -2.751
N -1.458 -4.303 -4.760
C -2.373 -3.985 -5.835
H -3.201 -3.981 -2.094
H -3.656 -3.563 -3.694
H -2.940 -2.376 -2.538
H -0.563 -4.714 -4.985
H -2.929 -3.086 -5.568
H -3.109 -4.785 -5.909
H -1.844 -3.865 -6.781
C -4.121 0.535 2.703
Cl -4.252 -1.272 2.901
Cl -4.853 1.346 4.075
H -3.084 0.833 2.548
H -4.816 0.839 1.921
F 5.344 3.310 0.730
C 4.220 3.658 1.438
C 3.020 4.029 0.812
C 1.886 4.428 1.507
C 1.874 4.326 2.909
C 3.084 4.113 3.574
C 4.270 3.781 2.859
H 2.962 3.907 -0.259
H 0.943 4.673 1.042
H 0.968 4.543 3.455
H 3.110 4.024 4.650
H 5.146 3.460 3.403

=====

5.
14
Properties=species:S:1:pos:R:3 method="wB97M-V/def2-TZVPD" homo_lumo_gap_ev=9.9799 mol_weight_g_mol=88.1 lumo_ev=0.942 de_lowest_kcal_mol=99.2
C -0.739 0.643 -0.625
C -0.885 0.113 0.800
C 0.433 -0.614 1.156
O 1.438 0.075 0.409
C 1.139 0.044 -0.900
O 0.919 -1.083 -1.541
H -1.604 0.405 -1.264
H -0.578 1.720 -0.697
H -0.109 -0.340 -1.397
H -1.728 -0.579 0.892
H -1.054 0.929 1.508
H 0.712 -0.525 2.207
H 0.415 -1.667 0.862
H 1.641 0.878 -1.410

=====

6.
39
Properties=species:S:1:pos:R:3 method="wB97M-V/def2-TZVPD" homo_lumo_gap_ev="5.1252 / 4.1335" mol_weight_g_mol=574.1 multiplicity=5 charge=+4 lumo_ev="-17.739 / -18.728"
C -0.386 3.388 -1.007
N -0.201 2.151 -1.493
N 0.108 2.221 -2.834
C 0.101 3.517 -3.192
C -0.193 4.295 -2.074
B 0.315 0.911 -3.671
N 1.385 0.027 -2.936
N 1.189 -0.293 -1.588
C 2.113 -1.202 -1.234
C 2.939 -1.449 -2.339
C 2.455 -0.663 -3.383
Pd -0.440 0.310 -0.478
N -1.020 0.106 -3.463
N -1.463 -0.184 -2.198
C -2.602 -0.905 -2.279
C -2.882 -1.088 -3.636
C -1.892 -0.407 -4.347
H -3.119 -1.191 -1.384
H -1.716 -0.242 -5.399
H -3.691 -1.652 -4.050
H 0.577 1.109 -4.822
H 2.809 -0.547 -4.398
H 0.329 3.760 -4.224
H 3.781 -2.117 -2.374
H -0.246 5.363 -2.016
H 2.124 -1.599 -0.231
H -0.652 3.542 0.023
H -0.083 -2.645 1.349
C 0.113 -3.576 1.894
H 0.568 -4.293 1.218
H 0.800 -3.346 2.703
H -0.827 -3.959 2.280
F -2.861 -1.252 1.579
Te -2.544 0.604 1.950
F -2.897 0.252 3.805
F -2.181 2.420 2.411
F -4.364 1.026 1.666
F -0.676 0.118 2.202
O -2.288 1.027 0.132

=====

7.
10
Properties=species:S:1:pos:R:3 method="wB97M-V/def2-TZVPD" homo_lumo_gap_ev=9.2370 mol_weight_g_mol=101.1 smiles="O=c1[nH]cc(O)o1" lumo_ev=0.409 de_lowest_kcal_mol=77.8
O -1.256 2.201 0.245
C -0.841 1.151 0.100
N -1.000 0.290 -0.852
C 0.182 -0.691 -0.790
C 0.749 -0.522 0.403
O 1.743 -1.254 1.162
O 0.239 0.534 1.060
H -1.891 0.031 -1.497
H -0.125 -1.388 -1.601
H 2.201 -0.353 1.770

=====

8.
108
Properties=species:S:1:pos:R:3 method="wB97M-V/def2-TZVPD" homo_lumo_gap_ev=9.7317 mol_weight_g_mol=544.9 smiles=CC(C)O.CC(C)O.CC(C)O.CC(C)O.CC(C)O.CC(C)O.CC(C)O.CC(C)O.CO.CO lumo_ev=0.318 de_lowest_kcal_mol=33.7
C 12.352 16.819 9.612
C 10.815 16.880 9.611
C 10.191 16.177 8.406
O 10.335 16.316 10.786
H 12.916 17.183 8.753
H 12.678 15.789 9.753
H 12.797 17.413 10.410
H 10.494 17.920 9.562
H 9.108 16.297 8.377
H 10.419 15.111 8.386
H 10.463 16.598 7.438
H 10.865 16.720 11.477
C 8.467 10.014 12.386
C 7.448 10.704 11.458
C 6.657 11.890 12.078
O 8.170 11.356 10.488
H 9.405 10.530 12.592
H 8.811 9.113 11.877
H 8.008 9.714 13.327
H 6.757 9.958 11.064
H 5.863 11.566 12.751
H 6.138 12.431 11.287
H 7.174 12.682 12.620
H 8.715 12.012 10.928
C 9.791 10.963 6.051
C 9.404 11.418 7.396
C 8.427 12.620 7.312
O 8.863 10.316 8.077
H 10.380 11.776 5.626
H 9.008 10.725 5.332
H 10.511 10.148 6.123
H 10.314 11.688 7.931
H 7.470 12.303 6.897
H 8.848 13.419 6.702
H 8.232 12.975 8.325
H 8.746 10.685 8.955
C 11.524 9.285 9.734
C 11.511 8.157 8.678
C 11.929 6.814 9.272
O 10.189 7.986 8.211
H 11.183 10.283 9.460
H 12.519 9.407 10.162
H 10.880 9.126 10.599
H 12.224 8.497 7.927
H 11.742 6.044 8.523
H 11.229 6.657 10.093
H 12.956 6.828 9.638
H 9.789 8.842 8.039
C 8.396 14.305 15.197
C 9.557 13.475 14.636
C 10.682 14.355 14.053
O 9.957 12.567 15.599
H 7.614 13.659 15.595
H 7.933 14.936 14.438
H 8.739 14.962 15.995
H 9.195 12.867 13.807
H 11.230 14.813 14.876
H 10.346 15.094 13.324
H 11.445 13.784 13.525
H 9.199 11.980 15.658
C 13.009 12.932 7.293
C 14.223 13.763 7.718
C 15.491 13.408 6.994
O 14.014 15.093 7.267
H 12.619 13.017 6.279
H 12.277 13.233 8.042
H 13.069 11.892 7.614
H 14.391 13.740 8.795
H 15.779 12.377 7.199
H 16.354 13.886 7.458
H 15.510 13.592 5.920
H 14.748 15.653 7.527
C 15.165 16.341 14.605
C 15.270 16.300 13.051
C 14.477 15.146 12.457
O 14.710 17.483 12.516
H 14.130 16.444 14.932
H 15.712 17.191 15.014
H 15.605 15.447 15.046
H 16.312 16.299 12.730
H 13.403 15.244 12.617
H 14.957 14.207 12.731
H 14.619 15.235 11.380
H 15.416 18.133 12.542
C 11.712 7.605 12.855
C 11.565 8.982 13.559
C 10.643 8.930 14.825
O 12.817 9.333 14.007
H 10.857 7.252 12.278
H 11.976 6.822 13.567
H 12.485 7.580 12.088
H 11.293 9.753 12.837
H 10.448 9.871 15.338
H 11.120 8.259 15.540
H 9.639 8.571 14.596
H 12.802 10.133 14.538
C 7.379 15.806 11.670
O 6.162 16.490 11.962
H 7.692 15.762 10.627
H 8.209 16.239 12.228
H 7.221 14.805 12.071
H 5.451 16.176 11.398
C 10.886 12.886 10.969
O 9.624 13.474 11.320
H 11.099 12.013 11.586
H 11.005 12.706 9.901
H 11.685 13.598 11.177
H 9.669 14.402 11.075

=====

9.
18
Properties=species:S:1:pos:R:3 method="wB97M-V/def2-TZVPD" homo_lumo_gap_ev="10.4651 / 7.7499" mol_weight_g_mol=116.1 multiplicity=2 lumo_ev="0.809 / -2.021" de_lowest_kcal_mol=38.4
C -0.229 1.737 0.872
N 0.084 1.138 -0.314
C 1.578 -2.185 -1.399
C 0.793 -0.881 -1.542
C 0.286 -0.353 -0.181
C -1.020 -1.116 0.404
O -1.288 -0.601 1.562
O -0.479 2.919 0.974
H -0.267 1.125 1.711
H -0.124 1.605 -1.218
H 2.588 -2.010 -1.019
H 1.035 -2.896 -0.667
H 1.852 -2.785 -2.356
H -0.150 -1.163 -2.139
H 1.323 -0.057 -2.058
H 1.280 -0.340 0.489
H -1.831 -0.999 -0.317
H -0.613 -2.211 0.557